Entry 1:
A molecular structure, C5H10N2O. Source: the OMol25 dataset; level of theory: ωB97M-V/def2-TZVPD.

The calculation puts the LUMO energy at 0.96 eV. As for the HOMO energy: -9.4 eV. As for the total energy: -10370.81373 eV.

Last column: Löwdin charge in e.
Element x y z (Å)
C (-1.636, 1.577, 0.083)  -0.030
C (-1.897, 0.172, -0.070)  -0.538
C (-0.421, -1.885, -0.202)  -0.015
C (0.396, -0.797, 0.536)  -0.190
C (1.859, -0.467, 0.201)  -0.230
H (-2.027, 2.048, -0.931)  0.119
H (-2.053, 2.187, 1.008)  0.118
H (-0.232, 1.560, -0.077)  0.155
H (-1.302, -2.221, 0.196)  0.063
H (0.112, -2.352, -1.056)  0.118
H (0.205, -0.536, 1.487)  0.096
H (2.466, -0.759, 1.075)  0.102
H (2.293, -1.175, -0.665)  0.137
H (1.090, 1.257, -0.762)  0.039
H (2.893, 1.319, -0.399)  0.116
N (-0.698, -0.434, -0.532)  -0.035
N (1.870, 1.039, -0.086)  -0.051
O (-2.918, -0.531, 0.194)  0.026

Entry 2:
A molecular structure, C2H2BiO2. Source: the OMol25 dataset; level of theory: ωB97M-V/def2-TZVPD.

The calculation puts the LUMO energy (alpha / beta) at -11.52 / -15.48 eV. The total charge is +2. As for the HOMO energy (alpha / beta): -20.7 / -20.0 eV. As for the spin multiplicity: 2. As for the total energy: -12012.62095 eV. The expectation value of S² is 0.7785.

Last column: Löwdin charge in e.
Element x y z (Å)
C (1.757, -0.996, 0.858)  0.057
C (2.047, -0.914, 2.051)  0.496
O (-0.923, 0.723, 2.081)  -0.598
Bi (-0.908, 0.411, 0.171)  1.867
H (2.564, -1.139, 2.969)  0.154
O (0.916, -0.614, -0.106)  -0.163
H (1.360, -0.556, -0.969)  0.187

Entry 3:
A molecular structure, C30H45BBeF4N3O5. Source: the OMol25 dataset; level of theory: ωB97M-V/def2-TZVPD.

The calculation puts the LUMO energy at -9.70 eV. The total charge is +1. As for the HOMO energy: -10.7 eV. As for the total energy: -58480.34693 eV.

Last column: Löwdin charge in e.
Element x y z (Å)
Be (12.729, 16.079, 19.012)  0.853
B (16.463, 18.629, 16.646)  -1.348
F (17.613, 19.308, 16.855)  0.168
F (16.234, 18.192, 15.296)  0.078
F (16.385, 17.484, 17.367)  0.152
F (15.315, 19.342, 16.959)  0.125
N (13.922, 19.224, 23.068)  0.058
C (14.807, 20.313, 23.034)  -0.134
C (15.004, 21.130, 24.096)  -0.088
C (14.202, 20.992, 25.248)  -0.068
C (13.264, 19.959, 25.344)  -0.053
C (13.221, 19.002, 24.254)  -0.102
H (15.341, 20.543, 22.125)  0.105
H (15.750, 21.911, 24.069)  0.106
H (14.394, 21.595, 26.123)  0.104
H (12.543, 19.870, 26.144)  0.096
H (12.470, 18.225, 24.236)  0.089
N (10.855, 16.082, 14.357)  0.072
C (11.172, 16.901, 13.284)  -0.150
C (10.677, 16.836, 12.022)  -0.047
C (9.828, 15.699, 11.717)  -0.037
C (9.577, 14.768, 12.710)  -0.080
C (10.074, 14.962, 14.007)  -0.103
H (11.920, 17.599, 13.631)  0.108
H (11.014, 17.583, 11.319)  0.107
H (9.390, 15.637, 10.732)  0.105
H (8.958, 13.897, 12.550)  0.104
H (9.875, 14.268, 14.810)  0.095
N (15.340, 13.073, 21.916)  0.047
C (16.520, 13.522, 22.515)  -0.109
C (17.447, 12.676, 23.195)  -0.072
C (17.090, 11.373, 23.441)  -0.088
C (15.873, 10.927, 22.953)  -0.082
C (15.067, 11.759, 22.206)  -0.158
H (16.925, 14.450, 22.140)  0.092
H (18.444, 12.992, 23.467)  0.102
H (17.726, 10.839, 24.131)  0.112
H (15.737, 9.856, 22.935)  0.105
H (14.190, 11.426, 21.671)  0.095
C (8.735, 22.280, 20.582)  -0.023
C (10.069, 22.132, 19.877)  -0.434
O (10.433, 21.086, 19.281)  0.050
C (10.966, 23.322, 19.804)  -0.011
H (7.997, 21.725, 20.003)  0.088
H (8.303, 23.280, 20.545)  0.075
H (8.600, 22.284, 21.663)  0.094
H (11.377, 23.280, 18.795)  0.100
H (11.753, 23.213, 20.550)  0.096
H (10.343, 24.163, 20.108)  0.081
C (18.972, 23.568, 13.683)  0.004
C (19.806, 24.563, 12.919)  -0.487
O (19.526, 25.728, 12.729)  0.122
C (21.077, 23.980, 12.396)  -0.020
H (17.940, 23.919, 13.724)  0.093
H (19.473, 23.410, 14.639)  0.102
H (19.072, 22.728, 12.996)  0.085
H (20.908, 23.119, 11.750)  0.091
H (21.807, 23.741, 13.169)  0.099
H (21.487, 24.746, 11.738)  0.088
C (16.481, 12.087, 14.544)  -0.008
C (15.532, 11.724, 15.668)  -0.430
O (14.717, 12.579, 16.089)  0.059
C (15.735, 10.391, 16.379)  -0.002
H (16.166, 13.082, 14.230)  0.092
H (16.412, 11.278, 13.818)  0.096
H (17.476, 12.134, 14.988)  0.094
H (15.320, 9.558, 15.811)  0.092
H (15.287, 10.307, 17.369)  0.088
H (16.821, 10.372, 16.283)  0.084
C (23.281, 20.829, 18.107)  -0.028
C (23.729, 19.343, 18.066)  -0.425
O (24.275, 18.790, 17.099)  0.041
C (23.421, 18.498, 19.330)  -0.025
H (23.986, 21.383, 18.726)  0.081
H (22.248, 21.032, 18.391)  0.075
H (23.325, 21.352, 17.151)  0.070
H (23.073, 17.514, 19.014)  0.079
H (22.556, 18.930, 19.832)  0.067
H (24.317, 18.541, 19.949)  0.085
C (20.822, 16.072, 12.963)  -0.008
C (20.708, 17.055, 11.787)  -0.402
O (21.666, 17.821, 11.491)  0.067
C (19.367, 17.068, 11.045)  -0.009
H (20.490, 15.083, 12.647)  0.079
H (20.237, 16.490, 13.782)  0.097
H (21.896, 15.991, 13.132)  0.085
H (18.892, 16.093, 11.157)  0.075
H (19.580, 17.327, 10.008)  0.088
H (18.672, 17.757, 11.523)  0.093

Entry 4:
A molecular structure, C5H7NO. Source: the OMol25 dataset; level of theory: ωB97M-V/def2-TZVPD.

The calculation puts the LUMO energy at 0.89 eV. As for the HOMO energy: -8.9 eV. As for the total energy: -8831.90646 eV.

Last column: Löwdin charge in e.
Element x y z (Å)
C (-2.647, -0.666, -0.499)  0.123
C (-1.582, -0.352, -0.055)  -0.114
C (0.839, -0.629, -0.702)  -0.164
C (0.170, 1.643, 0.345)  0.052
C (-0.242, -0.234, 0.411)  -0.464
N (1.814, -1.204, -0.217)  0.092
O (0.166, -0.731, 1.629)  -0.038
H (-3.621, -0.616, -1.027)  0.054
H (0.611, -0.400, -1.697)  0.110
H (1.254, 1.587, 0.328)  0.042
H (-0.197, 1.844, 1.333)  0.042
H (-0.373, 2.051, -0.527)  0.062
H (2.676, -1.222, -0.767)  0.086
H (1.133, -1.071, 1.444)  0.118

Entry 5:
A molecular structure, C23H30ClO9Pb. Source: the OMol25 dataset; level of theory: ωB97M-V/def2-TZVPD.

The calculation puts the LUMO energy at 1.84 eV. The total charge is -1. As for the HOMO energy: -3.0 eV. As for the total energy: -60516.93512 eV.

Last column: Löwdin charge in e.
Element x y z (Å)
C (-3.191, -1.913, -1.363)  -0.241
C (-1.686, -1.594, -1.397)  -0.053
C (-3.529, -1.723, 0.138)  -0.041
C (-2.283, -2.167, 0.905)  -0.162
H (-4.417, -2.284, 0.408)  0.128
H (-3.736, -0.668, 0.298)  0.119
C (-1.134, -2.226, -0.126)  -0.197
H (-1.581, -0.510, -1.372)  0.127
H (-1.186, -1.944, -2.297)  0.129
C (0.025, -1.506, 0.562)  -0.135
H (-0.870, -3.265, -0.316)  0.151
H (-2.451, -3.161, 1.309)  0.149
C (-1.737, -1.273, 2.044)  -0.517
C (-4.037, -0.931, -2.148)  -0.434
C (-3.424, -3.374, -1.765)  -0.410
O (-4.156, -4.110, -1.151)  0.159
O (-3.693, 0.172, -2.504)  0.139
O (-5.280, -1.425, -2.329)  -0.029
O (-2.711, -3.908, -2.788)  -0.050
C (-3.033, -3.720, -4.170)  -0.030
H (-2.302, -3.120, -4.702)  0.089
H (-4.019, -3.270, -4.268)  0.090
H (-3.053, -4.716, -4.601)  0.090
C (-6.102, -0.722, -3.276)  -0.030
H (-6.208, 0.321, -2.987)  0.093
H (-7.063, -1.222, -3.255)  0.092
H (-5.667, -0.770, -4.271)  0.094
O (-0.307, -1.459, 1.943)  -0.077
H (0.157, -0.497, 0.153)  0.123
H (0.977, -2.027, 0.475)  0.120
C (-2.147, -1.769, 3.414)  -0.015
C (-2.058, 0.210, 1.899)  -0.009
H (-3.107, 0.415, 2.107)  0.087
H (-1.837, 0.593, 0.904)  0.086
H (-1.460, 0.770, 2.614)  0.096
H (-1.783, -1.104, 4.195)  0.087
H (-1.741, -2.762, 3.593)  0.089
H (-3.233, -1.821, 3.489)  0.089
Pb (3.073, 1.946, 0.994)  1.397
C (5.097, 1.087, 1.808)  -0.259
C (4.164, 0.025, 1.787)  -0.264
C (3.816, -0.232, 0.445)  -0.292
H (3.743, -0.460, 2.648)  0.095
C (4.540, 0.660, -0.368)  -0.206
C (5.336, 1.467, 0.472)  -0.239
H (5.992, 2.259, 0.154)  0.105
H (5.549, 1.520, 2.685)  0.099
H (3.094, -0.957, 0.108)  0.074
H (4.475, 0.733, -1.440)  0.106
C (2.234, 4.167, 1.206)  -0.231
C (3.538, 4.235, 0.677)  -0.272
C (3.516, 3.618, -0.594)  -0.196
H (4.395, 4.682, 1.152)  0.064
C (2.209, 3.137, -0.833)  -0.259
C (1.417, 3.495, 0.279)  -0.307
H (0.386, 3.230, 0.432)  0.084
H (1.928, 4.499, 2.183)  0.102
H (4.354, 3.513, -1.260)  0.118
H (1.873, 2.615, -1.713)  0.097
O (5.723, 4.780, 3.120)  -0.359
Cl (6.071, 3.846, 1.964)  0.941
O (6.607, 4.676, 0.793)  -0.352
O (7.231, 2.962, 2.420)  -0.351
O (4.702, 2.979, 1.521)  -0.690